[1]
{
  "formula": "C24H53B2N2O34S8Si",
  "method": "ωB97M-V with the def2-TZVPD basis set",
  "lumo_energy_ev": 1.481,
  "total_charge": -1,
  "e_homo_ha": -0.208,
  "elements": ["C", "Si", "C", "C", "O", "C", "C", "C", "C", "C", "C", "S", "C", "O", "O", "N", "B", "N", "O", "B", "O", "O", "H", "H", "H", "H", "H", "H", "H", "H", "H", "H", "H", "H", "H", "H", "H", "H", "H", "H", "H", "H", "H", "H", "H", "H", "H", "C", "C", "O", "S", "O", "O", "O", "H", "H", "H", "H", "C", "C", "O", "S", "O", "O", "O", "H", "H", "H", "H", "C", "C", "O", "S", "O", "O", "O", "H", "H", "H", "H", "C", "C", "O", "S", "O", "O", "O", "H", "H", "H", "H", "C", "C", "O", "S", "O", "O", "O", "H", "H", "H", "H", "C", "C", "O", "S", "O", "O", "O", "H", "H", "H", "H", "C", "C", "O", "S", "O", "O", "O", "H", "H", "H", "H"],
  "coordinates": [[3.14, -1.32, -0.10], [2.75, -0.34, -1.68], [3.50, 1.39, -1.46], [3.52, -1.10, -3.20], [1.12, -0.14, -1.81], [0.40, -1.20, -2.48], [-0.93, -1.54, -1.81], [-2.13, -1.23, -2.72], [-2.35, 0.30, -2.64], [-1.53, 1.15, -3.61], [-1.75, 2.62, -3.19], [-0.77, 2.98, -1.68], [-1.94, -1.65, -4.21], [-1.03, -2.44, -4.54], [-2.78, -1.17, -5.00], [-3.41, -1.87, -2.24], [-3.73, -1.47, -0.86], [-4.85, -0.58, -0.68], [-3.08, -1.91, 0.30], [-3.47, -3.31, -2.49], [-2.79, -4.21, -1.67], [-4.18, -3.85, -3.55], [3.75, -2.20, -0.29], [3.58, -0.66, 0.64], [2.19, -1.68, 0.30], [2.73, 2.11, -1.19], [4.32, 1.35, -0.73], [3.92, 1.68, -2.42], [3.40, -2.19, -3.19], [4.59, -0.91, -3.19], [3.12, -0.74, -4.14], [0.28, -0.91, -3.52], [1.03, -2.09, -2.49], [-0.95, -1.00, -0.87], [-0.88, -2.59, -1.53], [-2.10, 0.67, -1.65], [-3.40, 0.55, -2.84], [-0.46, 0.99, -3.54], [-1.85, 1.08, -4.64], [-2.80, 2.75, -2.95], [-1.48, 3.33, -3.97], [-1.68, 3.35, -0.76], [-5.06, -0.07, -1.53], [-4.75, 0.03, 0.12], [-2.74, -1.10, 0.71], [-3.41, -4.82, -1.26], [-5.12, -3.70, -3.43], [-0.22, 0.11, 4.64], [-1.06, -0.99, 4.04], [-2.25, -0.32, 3.59], [-1.89, 1.16, 3.13], [-1.74, 1.17, 1.72], [-2.75, 2.07, 3.81], [-0.44, 1.24, 3.79], [-0.56, 0.37, 5.65], [0.83, -0.13, 4.67], [-1.30, -1.78, 4.75], [-0.57, -1.43, 3.16], [-1.13, -0.66, -6.85], [-1.72, 0.73, -6.87], [-0.79, 1.53, -6.13], [0.69, 0.97, -6.36], [1.32, 1.75, -7.37], [1.31, 0.75, -5.11], [0.29, -0.44, -6.99], [-1.31, -1.17, -5.90], [-1.50, -1.28, -7.66], [-2.71, 0.77, -6.40], [-1.79, 1.13, -7.88], [3.32, 2.39, 6.21], [3.27, 2.39, 7.72], [2.66, 1.13, 8.06], [3.08, 0.03, 6.98], [4.16, -0.73, 7.49], [1.90, -0.57, 6.49], [3.64, 1.03, 5.86], [2.35, 2.64, 5.78], [4.08, 3.07, 5.82], [2.68, 3.21, 8.12], [4.27, 2.41, 8.16], [-2.44, -7.93, 0.56], [-1.38, -6.94, 0.96], [-1.89, -6.33, 2.16], [-2.75, -7.40, 2.98], [-1.94, -7.97, 3.99], [-4.02, -6.83, 3.26], [-2.91, -8.48, 1.80], [-3.28, -7.44, 0.06], [-2.06, -8.72, -0.08], [-1.20, -6.19, 0.19], [-0.44, -7.44, 1.21], [0.34, 4.20, 1.82], [0.30, 5.71, 1.93], [1.14, 6.00, 3.06], [2.33, 4.93, 3.13], [3.49, 5.48, 2.53], [2.35, 4.38, 4.44], [1.70, 3.85, 2.13], [-0.31, 3.73, 2.55], [0.08, 3.86, 0.82], [-0.70, 6.09, 2.10], [0.73, 6.19, 1.05], [5.11, 0.66, -6.38], [5.26, 0.45, -7.87], [6.41, -0.40, -8.00], [6.46, -1.40, -6.73], [5.88, -2.63, -7.11], [7.75, -1.33, -6.14], [5.43, -0.60, -5.82], [5.82, 1.42, -6.03], [4.10, 0.92, -6.08], [5.40, 1.39, -8.41], [4.40, -0.08, -8.29], [-3.95, 3.86, 7.59], [-4.11, 2.41, 7.97], [-2.79, 1.87, 7.89], [-1.73, 3.00, 8.31], [-1.38, 2.82, 9.67], [-0.75, 3.09, 7.29], [-2.71, 4.26, 8.20], [-3.86, 3.99, 6.51], [-4.77, 4.48, 7.96], [-4.77, 1.87, 7.29], [-4.47, 2.29, 8.99]],
  "lowdin_charge": [-0.1477, 0.4233, -0.1470, -0.1539, -0.2267, -0.2233, -0.0720, -0.2771, -0.1247, -0.2496, -0.4958, 0.7257, -0.6363, 0.0152, -0.0239, 0.2026, -0.7012, 0.2061, 0.1298, -0.7040, 0.1535, 0.1766, 0.0211, 0.0156, 0.0192, 0.0169, 0.0192, 0.0179, 0.0375, 0.0319, 0.0185, 0.0865, 0.1106, 0.1159, 0.1187, 0.0891, 0.1143, 0.0778, 0.0743, 0.0720, 0.0603, -0.1579, 0.0691, 0.0730, 0.0680, 0.0887, 0.1003, -0.1575, -0.1330, -0.1861, 0.5701, -0.2219, -0.2296, -0.1874, 0.1303, 0.1089, 0.1409, 0.1385, -0.1507, -0.1545, -0.2405, 0.5905, -0.2435, -0.2225, -0.1756, 0.0598, 0.1421, 0.1272, 0.1265, -0.1662, -0.1506, -0.1833, 0.6047, -0.2113, -0.2329, -0.1780, 0.1090, 0.1325, 0.1374, 0.1320, -0.1608, -0.1556, -0.1833, 0.5929, -0.2222, -0.2175, -0.1913, 0.1300, 0.1353, 0.1363, 0.1340, -0.1516, -0.1504, -0.1854, 0.6089, -0.2102, -0.2312, -0.1695, 0.1178, 0.0831, 0.1365, 0.1366, -0.1695, -0.1549, -0.1944, 0.6001, -0.2139, -0.2229, -0.1973, 0.1367, 0.1253, 0.1343, 0.1364, -0.1582, -0.1616, -0.1876, 0.5905, -0.2144, -0.2171, -0.1863, 0.1340, 0.1338, 0.1381, 0.1331]
}

---

[2]
{
  "formula": "C24H53BrN4O8PS",
  "method": "ωB97M-V with the def2-TZVPD basis set",
  "lumo_energy_ev": 0.351,
  "total_charge": -1,
  "e_homo_ha": -0.051,
  "elements": ["C", "C", "C", "C", "N", "C", "C", "C", "C", "C", "C", "C", "Br", "C", "C", "C", "C", "C", "O", "C", "C", "N", "C", "C", "C", "O", "N", "P", "N", "O", "C", "C", "C", "O", "H", "H", "H", "H", "H", "H", "H", "H", "H", "H", "H", "H", "H", "H", "H", "H", "H", "H", "H", "H", "H", "H", "H", "H", "H", "H", "H", "H", "H", "H", "H", "H", "H", "H", "H", "H", "H", "H", "H", "H", "H", "H", "H", "H", "H", "H", "H", "H", "H", "H", "H", "H", "H", "O", "S", "O", "O", "O"],
  "coordinates": [[-2.67, 5.33, -3.51], [-2.18, 3.95, -3.96], [-1.38, 3.23, -2.86], [-1.60, 1.72, -2.86], [-0.66, 0.99, -2.00], [-0.92, 0.58, -0.63], [-1.92, 1.46, 0.13], [-3.45, 1.30, -0.11], [-4.24, 0.95, 1.17], [-4.01, 2.64, -0.63], [-1.31, -0.91, -0.61], [-0.94, -1.80, 0.59], [-2.16, -1.44, 2.09], [-1.01, -3.28, 0.13], [-1.87, -4.27, 0.91], [-1.29, -4.71, 2.28], [-2.26, -4.58, 3.49], [0.44, -1.47, 1.19], [1.53, -1.94, 0.48], [2.30, -2.98, 1.06], [3.79, -2.66, 0.98], [4.52, -3.63, 0.16], [5.94, -3.68, 0.48], [6.68, -2.43, 0.00], [7.49, -2.64, -1.30], [7.52, -1.99, 1.07], [0.62, 0.03, 1.32], [2.23, 0.41, 2.19], [1.58, 1.67, 3.14], [2.08, -0.81, 3.28], [0.51, 0.73, -0.01], [0.96, 2.20, -0.02], [2.16, 2.46, -0.92], [3.32, 1.81, -0.41], [-3.44, 5.25, -2.73], [-3.09, 5.90, -4.34], [-1.82, 5.89, -3.08], [-3.05, 3.33, -4.23], [-1.54, 4.06, -4.84], [-1.63, 3.69, -1.90], [-0.31, 3.40, -3.03], [-2.65, 1.46, -2.70], [-1.38, 1.40, -3.88], [-0.11, 0.31, -2.49], [-1.69, 2.52, 0.02], [-1.76, 1.25, 1.20], [-3.68, 0.56, -0.89], [-5.22, 1.43, 1.13], [-4.42, -0.13, 1.24], [-3.72, 1.27, 2.07], [-5.10, 2.68, -0.58], [-3.67, 3.47, 0.00], [-3.76, 2.85, -1.67], [-0.78, -1.37, -1.46], [-2.37, -1.05, -0.80], [-0.01, -3.70, 0.08], [-1.38, -3.27, -0.89], [-2.92, -3.97, 0.99], [-1.89, -5.17, 0.28], [-0.36, -4.17, 2.47], [-1.01, -5.76, 2.21], [-3.24, -4.26, 3.15], [-1.88, -3.87, 4.22], [-2.37, -5.54, 4.00], [0.41, -1.84, 2.22], [2.11, -3.91, 0.52], [2.01, -3.16, 2.10], [4.22, -2.67, 2.00], [3.93, -1.65, 0.60], [4.13, -4.55, 0.32], [6.11, -3.78, 1.56], [6.37, -4.57, 0.01], [5.95, -1.64, -0.21], [8.55, -2.45, -1.12], [7.36, -3.66, -1.69], [7.13, -1.98, -2.09], [7.67, -1.05, 0.95], [-0.12, 0.37, 1.96], [2.07, 2.53, 2.88], [1.79, 1.52, 4.12], [2.95, -1.02, 3.63], [1.17, 0.18, -0.69], [0.17, 2.82, -0.43], [1.19, 2.58, 0.97], [2.30, 3.55, -0.99], [1.92, 2.11, -1.92], [3.97, 1.78, -1.11], [-7.74, 4.59, -1.45], [-6.60, 5.17, -0.70], [-5.35, 5.06, -1.53], [-6.37, 4.37, 0.55], [-6.85, 6.59, -0.36]],
  "lowdin_charge": [-0.1038, -0.2612, -0.2198, -0.1968, 0.0070, -0.3984, -0.0997, -0.3754, -0.1044, -0.0854, -0.1043, -0.5987, 0.9968, -0.1738, -0.2366, -0.2563, -0.1315, -0.3956, -0.0868, -0.1678, -0.2054, -0.0602, -0.1871, -0.4010, -0.0332, -0.0529, -0.0805, 0.9748, -0.1356, -0.2629, -0.2097, -0.1298, -0.2485, -0.1080, 0.0502, 0.0694, 0.0674, 0.1086, 0.0943, 0.0953, 0.1017, 0.1077, 0.1227, 0.1126, 0.1042, 0.0828, 0.1173, 0.0855, 0.0185, 0.0658, 0.0668, 0.0981, 0.0543, 0.1272, 0.1284, 0.1051, 0.1181, 0.0923, 0.1095, 0.0826, 0.0980, 0.0589, 0.0546, 0.0643, 0.1000, 0.1218, 0.1181, 0.1161, 0.1024, 0.1031, 0.1174, 0.1165, 0.1231, 0.0787, 0.0698, 0.0727, 0.0845, 0.1103, 0.0431, 0.0535, 0.0651, 0.1489, 0.1076, 0.0908, 0.1241, 0.1170, 0.0800, -0.4912, 0.1802, -0.4948, -0.5058, -0.4829]
}

---

[3]
{
  "formula": "C24H53FN3O2",
  "method": "ωB97M-V with the def2-TZVPD basis set",
  "lumo_energy_ev": -4.012,
  "total_charge": 1,
  "e_homo_ha": -0.466,
  "elements": ["C", "C", "C", "C", "O", "N", "C", "N", "C", "C", "O", "C", "C", "C", "C", "C", "F", "N", "H", "H", "H", "H", "H", "H", "H", "H", "H", "H", "H", "H", "H", "H", "H", "H", "H", "H", "H", "H", "H", "H", "H", "H", "H", "C", "C", "C", "C", "C", "C", "H", "H", "H", "H", "H", "H", "H", "H", "H", "H", "H", "H", "H", "H", "C", "C", "C", "C", "C", "C", "H", "H", "H", "H", "H", "H", "H", "H", "H", "H", "H", "H", "H", "H"],
  "coordinates": [[4.21, 2.45, 6.24], [2.71, 1.80, 6.62], [2.41, 0.52, 5.58], [0.80, 0.29, 5.37], [0.48, -0.80, 4.40], [-0.06, -0.15, 3.34], [0.70, 0.23, 2.25], [2.17, -0.07, 2.07], [2.99, 1.15, 1.72], [2.21, 2.27, 0.81], [2.56, 2.10, -0.62], [3.56, 3.18, -0.89], [4.22, 3.07, -2.40], [0.60, 2.36, 1.11], [-0.16, 3.46, 0.16], [-1.64, 3.75, 0.88], [0.61, 4.74, 0.21], [-0.04, 0.98, 1.12], [4.18, 3.11, 5.28], [4.98, 1.58, 6.11], [4.55, 3.14, 7.14], [2.70, 1.36, 7.71], [1.95, 2.67, 6.44], [2.94, -0.46, 6.01], [2.99, 0.79, 4.59], [0.33, 0.04, 6.40], [0.32, 1.27, 4.94], [-1.11, 0.06, 3.42], [2.59, -0.54, 2.90], [3.42, 1.72, 2.67], [3.96, 0.74, 1.15], [2.67, 3.32, 1.13], [4.46, 3.15, -0.12], [3.03, 4.24, -0.83], [5.26, 3.65, -2.41], [4.44, 1.95, -2.72], [3.56, 3.56, -3.24], [0.50, 2.77, 2.23], [-0.32, 3.10, -0.96], [-2.46, 2.99, 0.48], [-1.99, 4.86, 0.80], [-1.55, 3.52, 2.05], [0.09, 0.50, 0.20], [-3.89, 0.45, -5.07], [-4.58, 1.12, -3.89], [-3.59, 1.63, -2.83], [-2.74, 0.55, -2.16], [-3.54, -0.56, -1.46], [-4.40, -0.05, -0.31], [-3.33, -0.44, -4.76], [-4.64, 0.13, -5.81], [-3.20, 1.14, -5.56], [-5.30, 0.43, -3.44], [-5.16, 1.97, -4.26], [-4.15, 2.18, -2.07], [-2.92, 2.36, -3.30], [-2.09, 1.03, -1.42], [-2.08, 0.09, -2.89], [-2.83, -1.30, -1.06], [-4.16, -1.10, -2.18], [-3.79, 0.44, 0.44], [-4.92, -0.89, 0.17], [-5.16, 0.65, -0.66], [0.54, -2.54, -1.47], [-0.01, -3.17, -2.74], [-1.18, -4.12, -2.48], [-0.85, -5.35, -1.62], [0.28, -6.24, -2.15], [-0.04, -6.86, -3.50], [0.94, -3.30, -0.78], [1.36, -1.85, -1.71], [-0.23, -1.98, -0.95], [0.80, -3.69, -3.27], [-0.35, -2.37, -3.40], [-1.58, -4.45, -3.44], [-1.99, -3.57, -1.99], [-1.76, -5.95, -1.51], [-0.59, -5.02, -0.60], [0.45, -7.04, -1.43], [1.21, -5.67, -2.22], [-0.95, -7.47, -3.44], [0.78, -7.51, -3.82], [-0.19, -6.10, -4.28]],
  "lowdin_charge": [-0.1429, -0.2265, -0.1811, -0.1331, -0.0904, 0.0383, -0.0731, 0.0865, -0.1086, -0.2505, -0.1751, -0.2366, -0.1017, -0.2113, -0.1991, -0.0543, -0.0874, 0.0866, 0.0736, 0.0823, 0.0924, 0.1191, 0.1125, 0.1414, 0.0730, 0.1518, 0.1368, 0.2186, 0.1243, 0.1302, 0.1623, 0.1540, 0.1341, 0.1384, 0.0936, 0.0921, 0.0851, 0.1676, 0.1679, 0.0822, 0.0999, 0.0851, 0.1330, -0.1096, -0.2670, -0.2272, -0.2313, -0.2675, -0.1077, 0.0638, 0.0755, 0.0778, 0.1008, 0.1094, 0.0986, 0.1101, 0.0776, 0.0988, 0.0857, 0.1064, 0.0599, 0.0751, 0.0715, -0.1194, -0.2626, -0.2238, -0.2274, -0.2739, -0.1121, 0.0679, 0.0698, 0.0505, 0.1033, 0.1021, 0.1049, 0.0966, 0.1119, 0.0980, 0.1066, 0.0974, 0.0786, 0.0736, 0.0665]
}

---

[4]
{
  "formula": "C24H53N2O11S",
  "method": "ωB97M-V with the def2-TZVPD basis set",
  "lumo_energy_ev": -3.201,
  "total_charge": 1,
  "e_homo_ha": -0.376,
  "elements": ["C", "C", "O", "O", "C", "C", "C", "N", "C", "C", "C", "C", "S", "O", "O", "O", "N", "C", "C", "C", "H", "H", "H", "H", "H", "H", "H", "H", "H", "H", "H", "H", "H", "H", "H", "H", "H", "H", "H", "H", "H", "H", "H", "H", "H", "C", "O", "C", "C", "O", "C", "C", "O", "C", "H", "H", "H", "H", "H", "H", "H", "H", "H", "H", "H", "H", "H", "H", "C", "O", "C", "C", "O", "C", "C", "O", "C", "H", "H", "H", "H", "H", "H", "H", "H", "H", "H", "H", "H", "H", "H"],
  "coordinates": [[1.58, 2.88, -2.75], [2.56, 3.40, -1.74], [2.65, 4.56, -1.42], [3.30, 2.42, -1.17], [4.48, 2.83, -0.47], [4.32, 2.78, 1.05], [3.03, 3.43, 1.55], [2.11, 2.48, 2.28], [1.79, 1.25, 1.49], [0.47, 0.66, 2.00], [-0.17, -0.29, 0.97], [0.46, -1.68, 0.98], [-0.25, -2.76, -0.24], [-1.65, -2.86, 0.01], [0.54, -3.94, -0.27], [-0.01, -2.03, -1.63], [2.68, 2.07, 3.53], [2.53, 2.90, 4.50], [3.62, 2.95, 5.53], [1.32, 3.76, 4.72], [0.73, 2.48, -2.19], [1.20, 3.70, -3.34], [1.99, 2.06, -3.34], [4.85, 3.79, -0.82], [5.24, 2.09, -0.74], [5.17, 3.33, 1.47], [4.42, 1.75, 1.38], [3.27, 4.22, 2.26], [2.44, 3.88, 0.76], [1.21, 2.97, 2.37], [2.59, 0.53, 1.67], [1.67, 1.51, 0.44], [0.68, 0.13, 2.94], [-0.24, 1.46, 2.21], [0.00, 0.16, -0.01], [-1.23, -0.34, 1.19], [1.53, -1.65, 0.82], [0.27, -2.21, 1.92], [-0.65, -1.30, -1.71], [3.53, 2.11, 6.22], [3.54, 3.86, 6.12], [4.58, 2.86, 5.03], [0.46, 3.45, 4.14], [1.54, 4.80, 4.43], [1.09, 3.80, 5.79], [-5.69, 2.48, 4.54], [-5.32, 2.78, 3.21], [-6.29, 3.58, 2.56], [-5.69, 4.27, 1.35], [-4.93, 5.42, 1.67], [-3.64, 5.21, 2.23], [-2.61, 4.76, 1.22], [-2.72, 3.37, 0.97], [-2.08, 2.98, -0.22], [-6.63, 1.92, 4.57], [-4.90, 1.86, 4.97], [-5.79, 3.39, 5.14], [-6.68, 4.33, 3.25], [-7.11, 2.93, 2.23], [-6.51, 4.63, 0.74], [-5.11, 3.56, 0.75], [-3.68, 4.53, 3.08], [-3.33, 6.19, 2.60], [-1.60, 4.96, 1.63], [-2.73, 5.33, 0.29], [-2.50, 3.49, -1.09], [-2.22, 1.91, -0.33], [-1.00, 3.21, -0.16], [1.76, -7.62, -1.56], [0.88, -7.42, -2.64], [0.29, -6.13, -2.61], [-0.24, -5.75, -3.98], [0.75, -5.29, -4.88], [1.60, -6.26, -5.45], [0.95, -7.09, -6.54], [0.16, -8.11, -5.97], [-0.77, -8.64, -6.90], [1.24, -7.54, -0.60], [2.17, -8.63, -1.65], [2.59, -6.90, -1.58], [1.02, -5.38, -2.29], [-0.54, -6.14, -1.89], [-0.92, -4.91, -3.84], [-0.82, -6.58, -4.41], [2.04, -6.91, -4.69], [2.41, -5.69, -5.91], [1.74, -7.55, -7.15], [0.34, -6.44, -7.17], [-1.47, -7.87, -7.24], [-1.33, -9.42, -6.39], [-0.26, -9.08, -7.77]],
  "lowdin_charge": [0.0411, -0.5301, 0.1068, -0.0267, -0.1445, -0.1128, -0.0711, -0.1193, -0.1059, -0.1563, -0.2166, -0.2262, 0.5681, -0.2557, -0.2540, -0.1344, 0.1450, -0.3414, -0.0013, 0.0006, 0.0786, 0.0985, 0.0962, 0.1337, 0.1351, 0.1274, 0.1129, 0.1350, 0.1213, 0.1499, 0.1344, 0.1240, 0.1257, 0.1151, 0.1012, 0.1269, 0.1143, 0.1229, 0.0929, 0.1065, 0.0934, 0.0897, 0.0769, 0.1069, 0.1041, -0.1112, -0.2051, -0.2025, -0.1755, -0.1184, -0.1901, -0.2000, -0.2014, -0.1201, 0.0914, 0.0849, 0.0895, 0.1315, 0.1318, 0.1314, 0.1217, 0.1230, 0.1304, 0.1172, 0.1338, 0.0983, 0.0847, 0.0724, -0.1111, -0.1916, -0.2148, -0.1774, -0.1301, -0.1845, -0.2100, -0.1973, -0.1125, 0.0888, 0.0878, 0.0885, 0.1084, 0.1289, 0.1246, 0.1244, 0.1237, 0.1257, 0.1286, 0.1285, 0.0881, 0.0883, 0.0885]
}